DFT (ωB97M-V/def2-TZVPD) results for a 2-piece molecular cluster, C10H18NO overall at a distorted geometry.

Results
- electronic energy (eV) = -14191.9769
- net charge = +1
- relative energy (zero: lowest compared OMol25 entry of this formula, charge and spin) (kJ/mol) = 101.68
- LUMO level (Ha) = -0.139
- frontier orbital gap (eV) = 7.32
- largest force on an atom (eV/A) = 3.25

```
30
Properties=species:S:1:pos:R:3:forces:R:3
C -2.257 -0.226 -1.688 1.6 -2.4 1.2
C -3.094 -1.489 -1.978 -0.6 1.3 0.8
N -2.901 1.015 -2.162 -0.4 0.2 -0.8
H -1.793 -0.136 -0.684 -1.5 0.4 0.2
H -1.294 -0.528 -2.095 0.1 1.3 -1.5
H -3.246 -1.578 -3.054 -0.2 0.1 0.0
H -4.064 -1.426 -1.438 0.6 -0.5 -0.4
H -3.624 1.375 -1.536 0.1 -0.2 0.4
H -2.268 1.797 -2.335 0.2 -0.1 -0.1
H -3.421 0.800 -3.028 0.4 0.2 0.1
H -2.501 -2.355 -1.697 -0.2 0.0 0.3
C 1.835 0.450 -1.492 -0.4 1.4 -0.3
C 3.361 0.356 -1.428 0.2 0.1 -1.1
C 1.156 0.304 -0.135 1.6 -2.0 -2.1
C 1.092 1.368 0.751 -1.6 -1.5 0.6
C 0.828 -1.022 0.199 -1.1 1.0 2.0
C 0.601 1.077 2.028 -0.1 0.7 -0.8
C 0.376 -1.259 1.505 1.1 -0.9 0.1
C 0.389 -0.235 2.441 -0.9 0.4 -0.4
O -0.025 -0.506 3.703 0.1 0.2 0.1
H 1.502 1.462 -1.775 0.6 0.0 -0.5
H 1.481 -0.184 -2.304 -0.4 -0.4 0.3
H 3.667 1.049 -0.669 0.6 -0.1 0.7
H 1.145 2.392 0.434 0.5 0.3 -0.2
H 0.822 -1.864 -0.479 0.4 0.2 -0.3
H 0.186 1.931 2.549 0.5 -0.1 0.8
H 0.200 -2.274 1.886 -0.2 0.4 -0.3
H 0.086 0.318 4.194 -0.1 -0.2 0.3
H 3.886 0.677 -2.350 -0.7 0.2 0.2
H 3.737 -0.669 -1.330 -0.3 0.2 0.7
```
Forces are in eV/Å.

Now the Mulliken charges, all in e: -0.27, -1.27, -0.21, 0.27, 0.17, 0.43, 0.37, 0.39, 0.34, 0.39, 0.36, -0.96, -1.22, 0.87, -0.76, -0.68, -0.31, -0.54, 0.48, -0.52, 0.38, 0.28, 0.37, 0.42, 0.50, 0.33, 0.39, 0.31, 0.38, 0.31